Entry 1
The following is a DFT calculation (the ωB97M-V functional and the def2-TZVPD basis) of C7H7LuN5O4 as an isolated structure.

As for the LUMO energy: -14.14 eV. The net charge is +3.

Structure (XYZ):
```
24
C7H7LuN5O4, DFT the ωB97M-V functional and the def2-TZVPD basis
Lu 0.262 0.259 -1.385
O 0.314 2.890 0.847
C 0.162 2.084 0.043
C -0.011 -1.867 -0.231
O -0.058 -3.002 0.007
C 2.108 -0.045 0.101
O 2.722 -0.231 1.057
C -1.910 0.155 -0.162
O -3.028 0.143 0.173
C 0.015 0.658 -3.676
H -0.891 1.261 -3.899
H 0.974 1.178 -3.898
C -0.049 -0.707 -3.754
H 0.851 -1.299 -4.023
H -1.003 -1.207 -4.023
N 1.081 0.895 4.404
N 0.404 0.143 3.485
N -0.721 -0.581 3.636
C -1.003 -0.919 2.363
N -0.169 -0.278 1.509
N 0.634 0.446 2.198
H 1.948 1.227 3.994
H 1.145 0.559 5.335
H -1.808 -1.604 2.075
```



Entry 2
The following is a DFT calculation (the ωB97M-V functional and the def2-TZVPD basis) of C7H7LuN5O4 as an isolated structure.

As for the LUMO energy: -15.10 eV. The net charge is +3.

Structure (XYZ):
```
24
C7H7LuN5O4, DFT the ωB97M-V functional and the def2-TZVPD basis
Lu -0.019 0.110 -0.361
O -2.868 -1.695 -0.170
C -1.901 -1.069 -0.244
C 1.945 1.108 -0.114
O 2.971 1.598 0.069
C -0.989 1.734 0.786
O -1.490 2.585 1.380
C 0.968 -1.574 -1.389
O 1.492 -2.467 -1.897
C -1.477 2.092 -4.861
H -1.556 1.095 -5.330
H -2.393 2.514 -4.411
C -0.306 2.752 -4.813
H -0.221 3.737 -4.322
H 0.616 2.319 -5.240
N -0.175 -1.898 4.938
N 0.315 -1.639 3.714
N 1.607 -2.086 3.379
C 1.627 -1.606 2.131
N 0.507 -0.946 1.727
N -0.408 -0.967 2.810
H -1.087 -1.582 5.175
H 0.369 -2.401 5.605
H 2.474 -1.714 1.438
```



Stability check: which of them is most stable? entry 1.



Entry 1
The following is a DFT calculation (the ωB97M-V functional and the def2-TZVPD basis) of C3H6N3O as an isolated structure.

As for the LUMO energy: -5.64 eV. The net charge is +1.

Structure (XYZ):
```
13
C3H6N3O, DFT the ωB97M-V functional and the def2-TZVPD basis
C -1.555 -0.025 1.091
C 0.917 0.327 -0.489
C 0.303 1.157 -1.479
N -0.686 -0.491 0.271
N 1.311 -1.587 1.065
N 1.862 -0.166 0.146
O 2.119 -2.159 1.509
H -1.796 0.995 1.130
H -2.240 -0.691 1.571
H -0.755 0.906 -1.455
H 0.497 2.169 -1.159
H 0.708 1.118 -2.485
H -0.686 -1.554 0.283
```



Entry 2
The following is a DFT calculation (the ωB97M-V functional and the def2-TZVPD basis) of C3H6N3O as an isolated structure.

As for the LUMO energy: -4.70 eV. The net charge is +1.

Structure (XYZ):
```
13
C3H6N3O, DFT the ωB97M-V functional and the def2-TZVPD basis
C -0.359 2.519 1.028
C -0.644 0.083 0.546
C 0.171 1.340 0.772
N 1.714 0.751 -1.745
N 0.611 0.911 -1.497
N -0.362 -0.420 -0.816
O -0.814 3.557 1.173
H -0.363 -0.680 1.277
H -1.707 0.297 0.649
H 1.202 1.223 1.076
H 2.460 0.074 -1.640
H 0.086 -1.335 -0.847
H -1.175 -0.401 -1.428
```



Stability check: which of them is most stable? entry 2.



Entry 1
The following is a DFT calculation (the ωB97M-V functional and the def2-TZVPD basis) of a 2-piece molecular cluster, C4H9ClO2Si overall.

The structure (SMILES) is C=C[Si@]1(CO)CO1.Cl. As for the LUMO energy: 0.59 eV.

Structure (XYZ):
```
17
C4H9ClO2Si, DFT the ωB97M-V functional and the def2-TZVPD basis
C -1.999 0.701 1.575
C -1.677 -0.232 0.710
Si -0.144 -0.062 -0.371
C 1.107 0.973 0.522
O 1.227 0.547 1.850
C -0.441 -0.308 -2.213
O 0.332 -1.325 -1.383
H -2.945 0.708 2.086
H -1.377 1.609 1.800
H -2.375 -1.040 0.398
H 0.576 1.909 0.494
H 2.081 1.021 0.161
H 1.729 -0.208 2.050
H -1.372 -0.765 -2.638
H 0.150 0.292 -2.900
Cl 3.122 -1.531 -0.977
H 2.006 -2.289 -1.164
```



Entry 2
The following is a DFT calculation (the ωB97M-V functional and the def2-TZVPD basis) of a 2-piece molecular cluster, C4H9ClO2Si overall.

The structure (SMILES) is C[Si](C)=O.CC(=O)Cl. As for the LUMO energy: 0.10 eV.

Structure (XYZ):
```
17
C4H9ClO2Si, DFT the ωB97M-V functional and the def2-TZVPD basis
C -0.708 -0.865 2.700
Si -0.066 -0.034 1.100
C 1.711 0.434 1.590
O -0.536 0.214 -0.354
H -1.808 -1.003 2.787
H -0.437 -1.905 2.693
H -0.262 -0.206 3.491
H 1.882 1.478 1.631
H 1.917 0.124 2.556
H 2.259 -0.002 0.792
C -0.547 0.902 -2.913
C -0.447 -0.495 -2.354
O 0.479 -1.248 -2.177
Cl -1.942 -1.256 -2.174
H 0.031 0.936 -3.974
H 0.039 1.553 -2.235
H -1.566 1.372 -3.160
```



Stability check: which of them is most stable? entry 2.



Entry 1
The following is a DFT calculation (the ωB97M-V functional and the def2-TZVPD basis) of a 6-piece molecular cluster, H11O6 overall.

As for the LUMO energy: 3.83 eV. The net charge is -1.

Structure (XYZ):
```
17
H11O6, DFT the ωB97M-V functional and the def2-TZVPD basis
O -0.251 -0.571 -0.580
H -1.205 -0.609 -0.786
O 2.233 -0.642 -2.457
H 1.503 -0.710 -1.816
H 2.992 -1.044 -1.951
O 0.847 1.861 -0.735
H 1.237 1.365 -1.521
H 0.091 1.334 -0.385
O -0.647 -1.339 2.049
H 0.362 -1.446 2.145
H -0.553 -0.952 1.041
O 0.558 3.755 0.944
H -0.155 3.834 1.703
H 0.923 2.848 0.793
O -2.749 -2.986 0.779
H -3.265 -2.709 0.052
H -1.872 -2.532 0.720
```



Entry 2
The following is a DFT calculation (the ωB97M-V functional and the def2-TZVPD basis) of a 6-piece molecular cluster, H11O6 overall.

As for the LUMO energy: 3.95 eV. The net charge is -1.

Structure (XYZ):
```
17
H11O6, DFT the ωB97M-V functional and the def2-TZVPD basis
O 0.110 -1.191 -1.447
H 0.140 -2.135 -1.601
O 1.363 0.289 -3.317
H 1.084 -0.192 -2.493
H 0.634 0.214 -3.931
O 1.418 -0.608 0.840
H 2.321 -0.923 0.793
H 1.018 -0.779 -0.051
O -2.129 -0.465 -0.225
H -2.686 -0.379 -1.003
H -1.231 -0.550 -0.670
O 1.241 0.706 3.403
H 1.325 0.221 2.568
H 0.680 0.179 3.979
O -1.781 2.212 1.264
H -1.107 1.926 0.640
H -2.400 1.476 1.251
```



Stability check: which of them is most stable? entry 2.



Entry 1
The following is a DFT calculation (the ωB97M-V functional and the def2-TZVPD basis) of Cl2MnO8 as an isolated structure.

The spin multiplicity is 6. As for the LUMO energy (spin up / spin down): -4.79 / -4.76 eV.

Structure (XYZ):
```
11
Cl2MnO8, DFT the ωB97M-V functional and the def2-TZVPD basis
Mn 1.533 -1.416 0.726
Cl 0.745 -0.977 -1.835
O -0.033 -1.772 -0.951
O 0.163 -1.183 -3.155
O 0.642 0.398 -1.474
O 2.131 -1.232 -1.646
Cl -1.003 1.264 1.667
O -1.694 1.169 2.926
O 0.065 0.457 1.730
O -1.942 0.735 0.711
O -0.607 2.556 1.303
```



Entry 2
The following is a DFT calculation (the ωB97M-V functional and the def2-TZVPD basis) of Cl2MnO8 as an isolated structure.

The spin multiplicity is 6. As for the LUMO energy (spin up / spin down): -4.61 / -4.36 eV.

Structure (XYZ):
```
11
Cl2MnO8, DFT the ωB97M-V functional and the def2-TZVPD basis
Mn -2.493 -28.140 12.466
Cl -0.553 -30.222 13.351
O 0.860 -30.187 13.047
O -0.783 -29.643 14.697
O -1.242 -29.289 12.456
O -1.188 -31.535 13.302
Cl 0.528 -32.983 14.753
O -0.672 -32.914 14.036
O 1.829 -32.444 14.477
O 0.089 -32.282 15.938
O 0.829 -34.380 15.060
```



Stability check: which of them is most stable? entry 1.



Entry 1
The following is a DFT calculation (the ωB97M-V functional and the def2-TZVPD basis) of a 2-piece molecular cluster, CH2N2OS2 overall.

As for the LUMO energy (spin up / spin down): -1.09 / -3.82 eV.

Structure (XYZ):
```
8
CH2N2OS2, DFT the ωB97M-V functional and the def2-TZVPD basis
C -2.825 0.399 -1.240
N -3.571 0.304 -2.118
N 1.331 -0.758 0.602
O 2.819 1.175 1.054
S -1.691 0.434 -0.063
S 1.463 0.742 1.248
H 2.070 -1.156 0.045
H 0.404 -1.140 0.472
```



Entry 2
The following is a DFT calculation (the ωB97M-V functional and the def2-TZVPD basis) of a 2-piece molecular cluster, CH2N2OS2 overall.

As for the LUMO energy: -0.37 eV.

Structure (XYZ):
```
8
CH2N2OS2, DFT the ωB97M-V functional and the def2-TZVPD basis
C 0.562 -0.221 -0.558
N -1.453 -1.007 1.897
N -1.196 -0.418 0.985
O -1.673 -1.506 2.939
S 0.083 1.117 -1.369
S 2.093 -0.294 -1.319
H -0.918 1.456 -0.764
H 2.503 0.873 -1.811
```



Stability check: which of them is most stable? entry 1.